Entry 1:
6 unconnected molecules or ions with the total composition C6H12Cl12. Source: OMol25; level of theory: ωB97M-V with the def2-TZVPD basis set.

The geometry in XYZ format:
```
30
Properties=species:S:1:pos:R:3:forces:R:3
Cl -0.640 3.330 -3.532 0.1 0.1 0.1
C 0.117 2.181 -4.631 -0.2 0.3 -0.3
Cl 0.484 0.639 -3.869 0.1 -0.2 0.2
H -0.575 1.993 -5.444 0.0 0.0 0.0
H 1.033 2.625 -5.001 0.1 -0.1 0.0
Cl 4.314 -0.870 1.746 0.1 0.2 0.1
C 3.762 -2.485 1.353 -0.1 -0.4 0.0
Cl 3.195 -2.605 -0.320 0.1 -0.1 -0.1
H 4.582 -3.184 1.469 0.1 0.1 0.0
H 2.945 -2.758 2.009 -0.1 0.1 0.0
Cl 3.027 2.306 5.332 0.1 0.0 0.1
C 1.579 2.811 4.452 0.0 -0.2 0.3
Cl 0.101 2.530 5.387 0.0 0.0 0.0
H 1.664 3.873 4.272 0.0 0.0 -0.2
H 1.529 2.204 3.560 0.0 0.2 -0.2
Cl -3.708 1.391 -3.568 0.0 0.0 0.0
C -3.301 0.450 -2.131 0.2 0.0 0.1
Cl -2.382 1.385 -0.937 -0.1 0.1 0.0
H -4.213 0.134 -1.644 -0.1 0.0 -0.1
H -2.691 -0.393 -2.428 0.0 0.0 0.0
Cl -0.075 -1.450 -0.158 -0.1 0.1 -0.1
C 0.813 0.077 -0.247 0.0 0.0 0.3
Cl 0.975 0.821 1.362 -0.1 0.0 -0.1
H 1.808 -0.134 -0.619 0.0 0.0 0.0
H 0.264 0.766 -0.872 0.0 0.0 -0.1
Cl -3.769 -2.282 -0.284 0.0 0.0 0.0
C -2.923 -3.093 1.050 -0.3 0.1 -0.2
Cl -1.895 -4.388 0.456 0.2 -0.1 0.0
H -2.318 -2.359 1.566 0.0 0.0 0.0
H -3.701 -3.516 1.672 0.1 0.0 0.2
```
Forces are in eV/Å.

E_LUMO (eV): 0.5
HOMO (eV): -10.72
SMILES string: ClCCl.ClCCl.ClCCl.ClCCl.ClCCl.ClCCl
Relative energy (zero: lowest compared OMol25 entry of this formula, charge and spin) (kJ/mol): 7.6
Electronic energy (Ha): -5758.1011
Orbital gap (hartree): 0.414

Entry 2:
C3H4O3 in the gas phase. Source: OMol25; level of theory: ωB97M-V with the def2-TZVPD basis set.

The geometry in XYZ format:
```
10
Properties=species:S:1:pos:R:3:forces:R:3
O 1.100 0.522 -0.082 0.5 -0.2 0.1
C 2.339 0.155 0.102 -0.2 0.4 0.0
C 0.221 -0.606 -0.234 -0.1 -0.3 0.0
O -0.999 -0.172 -0.769 0.0 0.1 0.0
C -1.844 0.399 0.121 0.0 0.1 0.5
O -1.587 0.621 1.269 -0.2 -0.1 -0.5
H 2.850 1.129 0.275 0.0 -0.1 -0.1
H 0.665 -1.304 -0.941 -0.1 0.1 0.1
H 0.077 -1.039 0.755 0.0 0.0 -0.1
H -2.802 0.609 -0.372 0.1 0.0 0.0
```
Forces are in eV/Å.

E_LUMO (eV): 0.5
HOMO (eV): -9.09
Relative energy (zero: lowest compared OMol25 entry of this formula, charge and spin) (kJ/mol): 366.7
Electronic energy (Ha): -342.3163
Orbital gap (hartree): 0.351

Entry 3:
5 unconnected molecules or ions with the total composition C23H55NO15PS4. Source: OMol25; level of theory: ωB97M-V with the def2-TZVPD basis set.

The geometry in XYZ format:
```
99
Properties=species:S:1:pos:R:3:forces:R:3
C -8.724 -1.086 -3.164 0.0 0.0 0.0
C -8.346 -2.550 -3.050 0.2 0.1 -0.6
O -9.099 -3.316 -2.101 -0.4 0.3 0.3
C -8.983 -2.969 -0.804 0.3 -0.3 0.1
O -8.131 -3.474 -0.103 0.1 0.3 -0.2
C -10.005 -2.018 -0.242 0.0 -0.1 0.5
C -9.585 -1.473 1.126 -0.5 0.4 -0.3
C -8.667 -0.231 1.084 0.0 -0.3 0.0
C -7.390 -0.382 1.901 -0.4 0.7 0.4
C -6.455 0.821 1.891 0.1 -0.7 -0.8
C -5.991 1.140 0.475 0.0 0.2 -0.3
C -5.580 -0.089 -0.373 0.3 -0.3 0.6
P -3.806 0.074 -0.840 0.6 0.0 -0.7
O -3.590 0.713 -2.153 -0.2 0.3 0.0
C -5.795 -1.498 0.236 0.4 0.3 -0.4
N -6.577 -1.580 1.521 0.1 -0.2 0.0
H -9.803 -0.952 -3.147 -0.1 0.0 0.0
H -8.379 -0.721 -4.128 0.1 0.0 -0.1
H -8.269 -0.453 -2.403 0.0 0.0 0.2
H -7.277 -2.668 -2.861 0.1 -0.1 0.2
H -8.535 -3.025 -4.007 -0.1 -0.2 0.0
H -10.928 -2.584 -0.102 0.0 -0.2 -0.2
H -10.254 -1.232 -0.949 0.1 0.1 -0.1
H -9.152 -2.288 1.696 0.1 -0.1 0.1
H -10.500 -1.211 1.652 0.0 0.1 0.1
H -9.211 0.594 1.539 0.1 0.2 0.0
H -8.468 0.093 0.062 0.2 -0.2 -0.1
H -7.698 -0.534 2.937 0.1 -0.4 0.0
H -6.965 1.675 2.318 0.1 0.1 0.2
H -5.574 0.557 2.480 0.0 0.2 0.4
H -6.757 1.691 -0.065 -0.1 0.0 0.0
H -5.146 1.824 0.538 0.0 0.2 0.0
H -6.082 -0.050 -1.335 -0.1 0.0 -0.1
H -3.196 0.730 0.247 -0.1 -0.2 0.2
H -3.270 -1.230 -0.808 -0.2 0.0 0.3
H -4.835 -1.967 0.446 0.0 -0.1 0.2
H -6.269 -2.137 -0.494 -0.3 -0.1 0.1
H -5.914 -1.744 2.274 0.0 0.0 0.1
H -7.164 -2.420 1.476 -0.2 -0.1 -0.3
O -1.548 -1.178 1.222 -0.3 0.0 0.0
S -0.374 -0.673 1.886 0.5 -0.1 0.0
O -0.283 0.726 2.147 -0.2 0.1 0.0
O 0.899 -1.165 1.095 -0.1 -0.1 0.1
C 0.948 -0.921 -0.336 0.1 0.3 -0.6
C 1.271 0.519 -0.671 -0.1 0.2 0.3
C -0.090 -1.568 3.372 0.0 -0.1 0.0
H 0.009 -1.236 -0.795 -0.1 -0.1 0.2
H 1.731 -1.575 -0.713 0.0 -0.1 0.2
H 0.462 1.187 -0.376 0.0 0.0 0.0
H 1.426 0.627 -1.744 0.0 -0.1 0.0
H 2.174 0.839 -0.151 0.1 -0.1 -0.1
H -0.141 -2.632 3.160 0.0 0.0 0.0
H -0.869 -1.278 4.074 0.0 0.0 0.0
H 0.886 -1.289 3.758 0.0 0.0 0.0
O 6.125 -1.123 -1.557 -0.1 0.2 -0.1
S 5.717 -0.914 -0.203 0.2 -0.3 0.4
O 4.892 0.204 0.142 -0.1 0.1 -0.2
O 6.991 -0.941 0.736 -0.1 -0.1 0.0
C 8.097 -0.061 0.399 0.4 0.5 -0.1
C 7.823 1.379 0.780 -0.3 0.0 -0.1
C 4.962 -2.382 0.412 0.0 0.0 0.1
H 8.335 -0.155 -0.661 -0.2 -0.1 0.0
H 8.951 -0.426 0.963 -0.1 -0.2 0.1
H 7.027 1.809 0.174 0.0 0.0 0.0
H 8.725 1.972 0.634 0.1 -0.1 0.0
H 7.519 1.447 1.825 0.1 0.0 0.0
H 5.603 -3.228 0.182 0.0 0.0 0.0
H 4.004 -2.482 -0.091 0.0 0.0 0.0
H 4.818 -2.278 1.484 0.0 0.0 0.0
O 12.332 -1.623 0.266 -0.1 0.2 -0.1
S 11.947 -1.395 1.624 0.1 -0.3 0.4
O 11.154 -0.252 1.968 -0.1 0.1 -0.2
O 13.238 -1.433 2.543 -0.1 0.0 0.0
C 14.352 -0.585 2.174 0.4 0.3 -0.1
C 14.123 0.868 2.537 -0.2 0.0 0.0
C 11.170 -2.836 2.270 0.0 0.0 0.0
H 14.561 -0.708 1.111 -0.1 -0.1 0.0
H 15.198 -0.988 2.726 -0.1 -0.1 0.1
H 13.326 1.307 1.940 0.0 0.0 0.0
H 15.036 1.438 2.361 0.0 0.0 0.0
H 13.844 0.962 3.586 0.1 0.0 0.0
H 11.788 -3.699 2.040 0.0 0.0 0.0
H 10.201 -2.919 1.782 0.0 0.0 0.0
H 11.045 -2.714 3.342 0.0 0.0 0.0
O -0.829 5.930 -1.610 -0.1 0.1 0.0
S -0.228 5.410 -2.800 0.1 -0.3 0.0
O -0.475 6.043 -4.058 0.0 0.1 0.0
O -0.582 3.864 -2.908 0.1 0.0 0.0
C -1.977 3.495 -2.809 -0.4 -0.2 0.0
C -2.746 3.776 -4.083 0.1 0.2 0.0
C 1.506 5.233 -2.569 0.0 0.0 0.0
H -2.424 4.002 -1.951 0.1 0.1 0.0
H -1.980 2.429 -2.602 0.2 0.0 0.0
H -2.826 4.845 -4.276 0.0 0.0 0.0
H -3.752 3.363 -4.001 0.0 -0.1 0.0
H -2.246 3.323 -4.938 0.0 -0.1 0.0
H 1.685 4.722 -1.627 0.0 0.0 0.0
H 1.926 6.235 -2.546 0.0 0.0 0.0
H 1.914 4.672 -3.406 0.0 0.0 0.0
```
Forces are in eV/Å.

E_LUMO (eV): -2.9
Charge: +1
HOMO (eV): -11.88
Electronic energy (Ha): -4026.5529
Orbital gap (hartree): 0.331

Entry 4:
C5H8O in the gas phase. Source: OMol25; level of theory: ωB97M-V with the def2-TZVPD basis set.

The geometry in XYZ format:
```
14
Properties=species:S:1:pos:R:3:forces:R:3
C -1.088 1.670 -1.579 -0.1 0.1 0.0
C 0.089 0.904 -1.174 0.2 -0.7 0.2
C 0.654 -0.064 -0.723 -0.6 0.6 -0.3
C 0.622 -1.313 0.040 0.0 -0.1 0.1
C 0.686 -1.035 1.557 0.2 -0.3 0.0
O -0.014 0.125 1.941 0.1 0.1 0.0
H -1.669 1.802 -0.660 -0.1 0.3 -0.2
H -0.902 2.632 -2.057 0.0 -0.1 0.1
H -1.681 1.027 -2.241 0.1 0.3 0.0
H -0.362 -1.726 -0.219 0.2 -0.1 0.1
H 1.381 -2.032 -0.268 0.0 0.0 0.1
H 0.193 -1.848 2.095 0.2 -0.1 -0.1
H 1.743 -1.001 1.862 -0.2 0.1 0.0
H 0.347 0.859 1.426 -0.1 -0.1 0.0
```
Forces are in eV/Å.

E_LUMO (eV): 1.0
HOMO (eV): -9.53
SMILES string: CC#CCCO
Relative energy (zero: lowest compared OMol25 entry of this formula, charge and spin) (kJ/mol): 247.2
Electronic energy (Ha): -270.4637
Orbital gap (hartree): 0.386

Entry 5:
2 unconnected molecules or ions with the total composition CH2FN. Source: OMol25; level of theory: ωB97M-V with the def2-TZVPD basis set.

The geometry in XYZ format:
```
5
Properties=species:S:1:pos:R:3:forces:R:3
C 1.314 -1.066 -0.095 -0.9 -0.7 -0.4
N -1.138 0.370 0.364 0.5 1.6 -2.3
F 2.366 -0.443 0.167 0.9 0.6 0.3
H -0.421 1.097 -0.356 -3.5 -2.9 2.1
H -2.120 0.041 -0.079 3.0 1.3 0.3
```
Forces are in eV/Å.

E_LUMO (alpha / beta) (eV): 0.3 / -0.9
HOMO (alpha / beta) (eV): -11.00 / -8.03
Relative energy (zero: lowest compared OMol25 entry of this formula, charge and spin) (kJ/mol): 673.2
Electronic energy (Ha): -193.6428
Orbital gap (alpha / beta) (hartree): 0.415 / 0.263

Entry 6:
A gas-phase ion, C8H14IN4O (charge +1). Source: OMol25; level of theory: ωB97M-V with the def2-TZVPD basis set.

The geometry in XYZ format:
```
28
Properties=species:S:1:pos:R:3:forces:R:3
H -3.484 -3.317 0.455 -1.7 -2.4 1.4
N -2.981 -2.600 0.075 1.5 1.8 -1.4
C -1.773 -2.896 -0.110 -1.8 2.8 0.0
C -0.985 -4.046 0.226 0.6 -3.5 0.6
N -1.066 -1.730 -0.673 -1.4 0.5 0.6
C -1.361 -0.388 -0.707 2.0 -1.2 1.1
O -2.366 0.330 -0.687 -2.1 0.7 0.4
I -4.437 0.376 -0.167 1.2 -0.4 -0.3
C 0.007 0.264 -0.832 0.9 -1.2 -2.3
C 0.686 1.431 -0.111 1.7 1.1 0.3
C -0.098 2.607 -0.601 0.0 2.5 -2.9
C 2.136 1.600 -0.695 -2.9 -0.9 1.3
C 0.852 1.423 1.432 -3.4 -0.7 0.6
N 0.875 -0.878 -0.977 1.2 0.6 0.6
N 0.274 -1.923 -0.874 0.8 -1.3 -0.2
H -0.333 -4.269 -0.609 -0.1 -0.5 -0.4
H -1.563 -5.009 0.583 0.7 2.2 -1.1
H -0.234 -3.919 0.999 -0.1 0.7 0.4
H 0.056 0.557 -1.929 -0.4 0.1 0.8
H -0.986 2.647 -0.050 -1.7 0.5 0.8
H -0.429 2.422 -1.727 0.7 0.6 2.2
H 0.373 3.685 -0.613 -0.5 -2.3 0.4
H 2.637 0.760 -0.384 1.8 -1.8 0.8
H 2.050 1.500 -1.724 0.4 0.7 -2.1
H 2.522 2.465 -0.238 0.7 1.2 -0.1
H 1.260 2.332 1.788 0.5 1.3 -0.1
H 1.484 0.684 1.925 -0.2 -0.5 -0.6
H -0.214 1.427 1.934 1.9 -0.3 -0.8
```
Forces are in eV/Å.

E_LUMO (alpha / beta) (eV): -6.4 / -6.4
Charge: +1
HOMO (alpha / beta) (eV): -13.91 / -13.91
SMILES string: [H]/N=C(\C)[N+]1=C(OI)[C@@H](C(C)(C)C)N=N1
Relative energy (zero: lowest compared OMol25 entry of this formula, charge and spin) (kJ/mol): 0.0
Electronic energy (Ha): -904.7675
Orbital gap (alpha / beta) (hartree): 0.275 / 0.275